1.
Molecular formula: C56H162CsF3O28
Method: DFT, ωB97M-V with the def2-TZVPD basis set

CARTESIAN COORDINATES (ANGSTROEM)
Cs1 -3.16408 -3.96642 1.44962
C1 -0.96820 -0.46268 -0.10470
O1 0.17943 -1.18619 0.40287
O2 -2.06552 -1.02669 0.55046
C2 -0.88411 1.15708 -0.07917
F1 -0.01776 1.65170 -0.94062
F2 -2.09476 1.73902 -0.35453
F3 -0.51339 1.56322 1.18070
C3 1.44711 -1.03093 -0.34395
C4 2.46831 -1.85192 0.45682
H1 2.22547 -2.91309 0.40147
H2 3.43793 -1.73221 -0.02651
H3 2.57147 -1.61985 1.51682
H4 1.66862 0.03454 -0.28226
H5 1.40176 -1.42752 -1.35823
H6 -0.97617 -0.75851 -1.15376
C5 -5.86983 3.92394 -1.29245
C6 -6.85442 2.91797 -1.91653
O3 -7.50689 3.54621 -3.01889
H7 -5.01341 4.16495 -1.92219
H8 -5.39335 3.58474 -0.37266
H9 -6.40231 4.82936 -1.00128
H10 -7.70824 2.68459 -1.28043
H11 -6.38696 2.02948 -2.34101
H12 -8.17755 2.90363 -3.26160
C7 2.85730 1.98327 2.84192
C8 3.10521 3.47247 2.89358
O4 3.96653 3.62505 3.94154
H13 2.49372 1.79628 1.83150
H14 2.20233 1.54076 3.59246
H15 3.64520 1.23582 2.93484
H16 2.17514 3.96929 3.16972
H17 3.42546 3.88509 1.93686
H18 4.85455 3.43381 3.63096
C9 1.58870 -6.15663 2.46253
C10 2.94667 -5.65624 2.89180
O5 3.76528 -6.76189 2.75711
H19 1.50449 -7.13618 2.93315
H20 1.52979 -6.24241 1.37751
H21 0.72123 -5.57850 2.78089
H22 2.82799 -5.42547 3.95046
H23 3.21274 -4.73088 2.38090
H24 3.24396 -7.52969 3.00270
C11 -7.95592 -0.23332 -0.15144
C12 -7.87324 -1.69695 -0.34148
O6 -6.59219 -2.08802 0.25267
H25 -8.08065 0.00374 0.90514
H26 -8.80923 0.16902 -0.69741
H27 -7.00076 0.19708 -0.45231
H28 -7.83995 -2.12291 -1.34425
H29 -8.63909 -2.25564 0.19651
H30 -6.05743 -1.35296 -0.05610
C13 5.10782 -1.85587 6.72270
C14 6.53766 -1.60479 6.24145
O7 7.43675 -2.00329 7.23090
H31 4.56307 -1.28130 5.97355
H32 4.99287 -1.39837 7.70534
H33 4.91167 -2.92805 6.72882
H34 6.69968 -0.54524 6.04344
H35 6.76449 -2.26197 5.40196
H36 8.20490 -1.42771 7.21499
C15 -7.02707 3.09144 1.93985
C16 -7.33695 3.66032 3.31033
O8 -6.33610 4.56551 3.66469
H37 -6.94322 3.87221 1.18389
H38 -7.85724 2.49848 1.55604
H39 -6.08621 2.54509 2.00588
H40 -7.55058 3.14600 4.24732
H41 -8.22526 4.26870 3.14042
H42 -6.79883 5.25494 4.14653
C17 3.40096 -4.72075 -4.16385
C18 3.96902 -5.00711 -2.79503
O9 3.13691 -5.98384 -2.18089
H43 2.37463 -4.35399 -4.17913
H44 3.53431 -5.49883 -4.91547
H45 3.94115 -3.83790 -4.50570
H46 4.00128 -4.13192 -2.14611
H47 4.93463 -5.48177 -2.96936
H48 3.45915 -6.09592 -1.28357
C19 0.19141 3.53667 5.68359
C20 -1.25798 3.39707 5.40434
O10 -1.84374 2.73272 6.52515
H49 0.49938 2.52554 5.41737
H50 0.52444 3.61537 6.71849
H51 0.76346 4.12785 4.96849
H52 -1.45044 2.77746 4.52847
H53 -1.83073 4.32334 5.35864
H54 -2.73805 2.50275 6.26262
C21 -1.64472 2.64454 -3.74643
C22 -1.55153 3.98851 -4.47733
O11 -0.50555 4.89852 -3.97374
H55 -1.98996 2.91220 -2.74779
H56 -0.63154 2.26791 -3.60590
H57 -2.32998 1.98002 -4.27267
H58 -2.49941 4.51072 -4.60743
H59 -1.15926 3.84930 -5.48473
H60 -0.77020 5.58795 -3.36034
C23 2.40928 -0.44699 -5.19720
C24 1.85911 0.82390 -4.55484
O12 2.47007 1.01566 -3.35323
H61 2.13195 -1.37088 -4.68964
H62 3.48464 -0.31797 -5.31985
H63 2.00955 -0.62369 -6.19575
H64 0.78751 0.76422 -4.36458
H65 2.05810 1.60181 -5.29195
H66 2.12674 1.83512 -2.98962
C25 -2.68503 7.45085 -5.01779
C26 -2.80077 7.60260 -3.49051
O13 -2.03979 6.60553 -2.80129
H67 -3.52802 7.84971 -5.58206
H68 -2.62273 6.41958 -5.36523
H69 -1.89671 8.08723 -5.41988
H70 -3.84931 7.42643 -3.25044
H71 -2.58023 8.64063 -3.24161
H72 -2.63087 6.16493 -2.18640
C27 -3.95881 -5.04183 -3.28263
C28 -3.68459 -5.16160 -4.74908
O14 -2.41380 -5.70020 -5.04816
H73 -3.78567 -5.95518 -2.71349
H74 -5.00329 -4.76983 -3.13043
H75 -3.36216 -4.23403 -2.85888
H76 -3.69944 -4.20348 -5.26858
H77 -4.48406 -5.75474 -5.19309
H78 -2.27452 -5.42447 -5.95709
C29 5.53368 -9.05605 0.60090
C30 6.06360 -7.71320 0.17497
O15 4.91290 -6.79698 0.07752
H79 6.13652 -9.96309 0.55650
H80 4.71146 -9.41662 -0.01718
H81 5.23485 -9.00941 1.64810
H82 6.56527 -7.71800 -0.79272
H83 6.76510 -7.27578 0.88536
H84 4.49335 -6.77850 0.94078
C31 -5.11249 -1.64875 -2.77414
C32 -4.21894 -0.45675 -2.27602
O16 -4.55118 -0.28172 -0.92410
H85 -6.18005 -1.43258 -2.73305
H86 -4.72481 -2.50160 -2.21696
H87 -4.92974 -1.86847 -3.82602
H88 -4.57005 0.46531 -2.73932
H89 -3.15646 -0.39587 -2.51167
H90 -3.75381 -0.36819 -0.39654
C33 -4.27579 -2.63783 7.56319
C34 -3.82757 -1.76302 6.38155
O17 -4.40738 -2.28048 5.26607
H91 -3.59776 -2.42609 8.38996
H92 -4.03625 -3.68770 7.39435
H93 -5.30803 -2.52251 7.89375
H94 -2.74337 -1.79869 6.27504
H95 -4.18014 -0.75104 6.58077
H96 -3.98418 -1.77003 4.57185
C35 0.84343 4.68493 -0.64758
C36 1.98254 4.36052 -1.55916
O18 1.54536 3.38872 -2.49922
H97 0.81149 5.74981 -0.41712
H98 0.82676 4.18923 0.32304
H99 -0.13382 4.58557 -1.12004
H100 2.87517 4.15773 -0.96741
H101 2.15364 5.30166 -2.08171
H102 0.83009 3.79329 -2.99553
C37 -1.72203 -0.82172 -5.36687
C38 -1.04327 -1.92344 -6.19660
O19 -1.98601 -2.32345 -7.23128
H103 -2.75370 -0.68036 -5.68904
H104 -1.17988 0.09984 -5.15496
H105 -1.74787 -1.12651 -4.32067
H106 -0.82074 -2.78658 -5.56925
H107 -0.21656 -1.44360 -6.72047
H108 -2.19771 -1.46698 -7.60978
C39 -0.49640 -2.04409 4.81284
C40 0.47500 -2.49397 3.77190
O20 -0.20466 -2.93908 2.54437
H109 0.00567 -1.69329 5.71449
H110 -1.22307 -2.83753 4.98747
H111 -1.14465 -1.23550 4.47516
H112 0.96265 -3.37825 4.18222
H113 1.28511 -1.79182 3.57492
H114 -0.07828 -2.24774 1.89040
C41 -3.66573 1.66144 3.17867
C42 -4.29265 0.31679 2.81649
O21 -3.29793 -0.62182 3.06731
H115 -3.34827 1.65659 4.22141
H116 -4.34001 2.49754 2.99325
H117 -2.77124 1.85289 2.58595
H118 -4.54202 0.17956 1.76431
H119 -5.20486 0.12623 3.38188
H120 -2.78183 -0.83995 2.28779
C43 -0.23273 -4.74967 -0.79518
C44 -0.69399 -6.00533 -0.14449
O22 -2.03594 -6.20296 -0.46557
H121 -0.79717 -3.89020 -0.43347
H122 -0.25129 -4.66061 -1.88137
H123 0.76453 -4.39803 -0.53071
H124 -0.69600 -5.93032 0.94292
H125 -0.15853 -6.87919 -0.51563
H126 -2.07338 -6.83246 -1.18941
C45 -1.98068 5.08314 2.44805
C46 -3.38351 5.68388 2.64805
O23 -4.30278 5.14048 1.79911
H127 -1.22330 5.74265 2.87176
H128 -1.57490 5.24621 1.44962
H129 -1.80748 4.06901 2.80814
H130 -3.19358 6.72269 2.37807
H131 -3.64926 5.56714 3.69870
H132 -5.04428 4.91276 2.36474
C47 5.94893 1.89977 -2.02568
C48 5.51459 2.82393 -3.07964
O24 6.65455 3.30455 -3.68382
H133 5.12880 1.29926 -1.63216
H134 6.40560 2.49688 -1.23637
H135 6.65199 1.11172 -2.29549
H136 4.90836 3.61662 -2.64119
H137 4.86105 2.39031 -3.83659
H138 6.84373 2.70873 -4.41238
C49 9.16112 -4.87187 -1.82283
C50 8.36500 -4.35034 -0.66283
O25 8.98291 -3.10585 -0.42605
H139 9.22924 -4.15447 -2.64063
H140 8.66483 -5.77451 -2.17923
H141 10.14943 -5.20475 -1.50575
H142 8.48225 -5.00113 0.20367
H143 7.29226 -4.31716 -0.85316
H144 9.02188 -2.51281 -1.17997
C51 5.21413 -1.60227 -3.42354
C52 6.22671 -2.20147 -2.45885
O26 7.45879 -1.78114 -3.03014
H145 5.08427 -0.55456 -3.15238
H146 4.21152 -2.00621 -3.28310
H147 5.59943 -1.55946 -4.44226
H148 6.16037 -3.26274 -2.21923
H149 6.02985 -1.75971 -1.48201
H150 7.54110 -2.21949 -3.88024
C53 6.70983 1.22328 1.31321
C54 7.42552 2.38301 1.96606
O27 6.70741 2.58755 3.22024
H151 6.84173 0.22424 1.72869
H152 7.11394 0.94030 0.34125
H153 5.63293 1.33090 1.18357
H154 7.63921 3.26873 1.36779
H155 8.39300 2.08043 2.36671
H156 7.06754 3.34281 3.69088
C55 -5.65720 8.15833 0.57719
C56 -4.80914 7.73068 -0.63849
O28 -3.68620 7.11312 -0.05972
H157 -6.50440 8.62294 0.07273
H158 -5.10204 8.77492 1.28410
H159 -5.98070 7.32361 1.19903
H160 -4.54814 8.58290 -1.26595
H161 -5.27992 6.91673 -1.18981
H162 -3.92746 6.26715 0.32464

Summary:
DFT total energy, eV: -126719.004
Kohn-Sham gap, eV: 8.4
HOMO level, eV: -8.53
Energy above the lowest of the compared OMol25 structures with the same formula, charge and spin, kJ/mol: 594.7

Mulliken atomic charge list, values in e, 4 entries: number 1, Cs, carries 1.3356; number 2, C, carries -0.3307; number 3, O, carries 0.8994; number 4, O, carries -1.9882

***

2.
Molecular formula: C56H40BrF4IrNO3P3
Method: DFT, ωB97M-V with the def2-TZVPD basis set

CARTESIAN COORDINATES (ANGSTROEM)
Ir1 -0.32676 0.46889 0.39685
O1 2.18057 0.52818 3.43759
C1 1.81726 -0.14549 2.51553
O2 0.56359 -0.01547 2.04759
C2 2.64094 -1.23197 1.90145
C3 3.81928 -1.51674 2.58004
C4 4.70709 -2.47020 2.10960
C5 4.42176 -3.15002 0.93877
C6 3.24977 -2.87028 0.24973
C7 2.34195 -1.91578 0.71018
P1 0.88777 -1.62118 -0.33504
C8 1.56531 -0.70442 -1.87068
C9 0.41956 -0.71685 -2.92588
C10 1.57420 0.70835 -4.70673
C11 2.92709 0.23512 -4.55204
C12 3.44095 -0.63442 -3.60181
C13 2.86905 -1.12428 -2.44623
C14 0.03980 -3.17940 -0.63689
C15 0.53971 -4.43277 -0.28366
C16 -0.26470 -5.55630 -0.40065
C17 -1.57049 -5.43963 -0.84911
C18 -2.08617 -4.19115 -1.16998
C19 -1.29084 -3.06729 -1.05210
H1 4.02303 -0.96918 3.48962
H2 5.61358 -2.68355 2.65698
H3 5.10031 -3.90102 0.55975
H4 3.04234 -3.42536 -0.65569
H5 -0.52202 -0.50934 -2.39197
H6 1.42578 1.40174 -5.52641
H7 3.60598 0.54581 -5.33402
H8 4.45296 -0.97643 -3.78898
H9 3.46783 -1.81360 -1.87295
H10 1.54080 -4.55005 0.10318
H11 0.13199 -6.52386 -0.12889
H12 -2.19306 -6.31889 -0.93183
H13 -3.11042 -4.09293 -1.50026
H14 -1.71576 -2.09476 -1.26698
F1 -2.48880 -2.38770 7.31979
C20 -2.38734 -1.80478 6.14250
C21 -2.99946 -0.58481 5.90698
F2 -3.69587 0.01092 6.85850
C22 -2.87960 0.00225 4.65552
F3 -3.53042 1.15339 4.47440
C23 -2.14780 -0.57423 3.62056
P2 -2.16232 0.37125 2.05787
C24 -3.87170 0.08468 1.54042
C25 -4.09134 -1.14359 0.91760
C26 -5.36646 -1.49422 0.50833
C27 -6.42466 -0.61964 0.71327
C28 -6.20961 0.59494 1.34766
C29 -4.93604 0.94829 1.77031
C30 -1.84663 2.08003 2.57453
C31 -2.40340 3.15920 1.88631
C32 -2.04392 4.45592 2.22065
C33 -1.11546 4.68285 3.22705
C34 -0.53922 3.61105 3.89257
C35 -0.89655 2.31248 3.56938
C36 -1.58709 -1.82634 3.86601
Br1 -0.80787 -2.88769 2.52486
C37 -1.69675 -2.42461 5.10869
F4 -1.16772 -3.61918 5.34114
H15 -3.26852 -1.83389 0.76362
H16 -5.53812 -2.45170 0.03678
H17 -7.42096 -0.89228 0.39622
H18 -7.03856 1.26288 1.53400
H19 -4.78990 1.87602 2.30425
H20 -3.12237 2.99287 1.09765
H21 -2.49764 5.28898 1.70206
H22 -0.84431 5.69471 3.49376
H23 0.19009 3.78265 4.67147
H24 -0.42676 1.48836 4.08912
O3 -2.78876 1.24898 -0.81534
N1 -1.44597 1.53750 -0.95649
C38 -1.13835 2.43271 -1.83107
C39 0.15928 2.92706 -2.27648
C40 0.08818 4.02739 -3.13315
C41 1.24217 4.59655 -3.65232
C42 2.47677 4.07396 -3.30594
C43 2.56065 2.97507 -2.45960
C44 1.41243 2.37953 -1.95863
P3 1.55485 0.92555 -0.89957
C45 3.07497 1.24758 0.01063
C46 4.32869 0.72770 -0.31421
C47 5.44283 1.12572 0.40433
C48 5.31886 2.05042 1.43382
C49 4.07700 2.58120 1.74537
C50 2.95661 2.18410 1.03520
C51 0.47188 0.29984 -4.05032
C52 0.26111 -2.06007 -3.58636
C53 -0.87414 -2.37575 -4.24445
C54 -1.97609 -1.50619 -4.47208
C55 -1.94805 -0.09778 -4.57157
C56 -0.85751 0.72626 -4.50259
H25 -3.29080 1.77425 -1.46435
H26 -1.97847 2.92500 -2.31986
H27 -0.87612 4.44425 -3.39165
H28 1.17435 5.44970 -4.31067
H29 3.38210 4.51894 -3.69098
H30 3.53357 2.58100 -2.19839
H31 4.44267 0.01554 -1.11584
H32 6.41155 0.71619 0.15554
H33 6.19181 2.35682 1.99125
H34 3.97269 3.29246 2.55153
H35 1.98774 2.59270 1.30310
H36 1.07538 -2.76900 -3.52084
H37 -0.97569 -3.38819 -4.61815
H38 -2.90672 -1.97538 -4.76121
H39 -2.87408 0.35753 -4.90281
H40 -0.94433 1.72631 -4.90775

Summary:
DFT total energy, eV: -177953.515
Kohn-Sham gap (spin up / spin down), eV: 5.3 / 5.9
Total charge: +2
HOMO level (spin up / spin down), eV: -11.26 / -13.46
<S²>: 6.082
2S+1: 5
Energy above the lowest of the compared OMol25 structures with the same formula, charge and spin, kJ/mol: 13.1

Mulliken atomic charge list, values in e, 4 entries: number 1, Ir, carries 1.5572; number 2, O, carries -0.5790; number 3, C, carries -0.0473; number 4, O, carries 1.1878

***

no.,M (g/mol)
1,1473.78
2,1215.98